{"formula": "C5H4S", "method": "ωB97M-V/def2-TZVPD", "species": ["C", "C", "C", "C", "C", "S", "H", "H", "H", "H"], "positions_angstrom": [[-2.4820, 0.8766, -0.0385], [-1.4511, 0.2593, 0.0168], [-0.2787, -0.4387, 0.0883], [1.1896, 0.3958, -0.0339], [2.3550, -0.3482, -0.0559], [3.9152, 0.2935, -0.0126], [-3.4814, 1.2916, -0.2008], [-0.3108, -1.4937, 0.0912], [1.2883, 1.5271, -0.0537], [2.5298, -1.4783, -0.1252]], "lumo_energy_ev": [-1.8229, -1.3064], "total_charge": 0, "smiles": "C#C/C=C/C=S"}

---

{"formula": "C5H5BiFO4", "method": "ωB97M-V/def2-TZVPD", "species": ["C", "C", "O", "C", "O", "O", "O", "F", "H", "Bi", "H", "C", "C", "H", "H", "H"], "positions_angstrom": [[-1.0124, -0.1705, 0.9512], [-1.1942, 0.3771, -0.4730], [-2.5992, 0.3978, -0.6211], [-3.1649, 0.5047, 0.5936], [-2.2618, 0.2531, 1.5465], [-4.3128, 0.7836, 0.7824], [0.0379, 0.1765, 1.6257], [-1.1097, -1.5701, 0.9218], [-0.1432, 0.0281, -1.1860], [1.9491, 0.2138, 1.4962], [-0.8530, 1.4111, -0.6000], [3.0749, -0.9189, -0.9071], [2.2561, 0.1186, -0.8515], [3.2693, -1.8428, -0.3549], [3.8438, -0.9064, -1.6924], [2.2200, 1.1442, -1.2313]], "lumo_energy_ev": [-11.1378, -13.7736], "total_charge": 2, "spin_multiplicity": 2}

---

{"formula": "C5H5Br15", "method": "ωB97M-V/def2-TZVPD", "species": ["C", "Br", "Br", "Br", "H", "C", "Br", "Br", "Br", "H", "C", "Br", "Br", "Br", "H", "C", "Br", "Br", "Br", "H", "C", "Br", "Br", "Br", "H"], "positions_angstrom": [[-0.4116, -0.7567, -0.3331], [1.4272, -1.4558, -0.7071], [-1.1688, 0.2575, -1.7957], [-0.5039, 0.1806, 1.3579], [-0.9831, -1.6712, -0.2654], [-3.0609, -3.7580, 1.7500], [-3.6945, -3.9877, 3.5943], [-1.1203, -3.6844, 1.6850], [-3.8286, -2.1916, 0.8528], [-3.3931, -4.6384, 1.2201], [1.8859, 1.2112, -3.7750], [0.8688, 0.2606, -5.0942], [2.5729, 2.8467, -4.5797], [3.4231, 0.1024, -3.1587], [1.3628, 1.4803, -2.8680], [4.4424, 0.0841, 0.4293], [6.3785, 0.0309, 0.4030], [3.8980, 1.9480, 0.4138], [3.7884, -0.7329, 2.0619], [4.1473, -0.4563, -0.4569], [-3.1142, 2.9119, 1.9513], [-4.4676, 3.3623, 3.2562], [-2.2482, 4.4909, 1.1885], [-3.8580, 1.8653, 0.4734], [-2.3427, 2.3003, 2.3964]], "lumo_energy_ev": -0.5906, "total_charge": 0}

---

{"formula": "C5H5Br2N", "method": "ωB97M-V/def2-TZVPD", "species": ["C", "C", "C", "C", "C", "N", "Br", "Br", "H", "H", "H", "H", "H"], "positions_angstrom": [[-0.2684, -1.0317, -0.0891], [-0.0288, 1.2412, -0.0270], [-1.5914, -0.6299, -0.0583], [-1.6709, 0.7632, -0.1057], [1.9467, -0.0830, 0.1139], [0.5125, 0.0799, -0.0811], [-3.1009, -1.8152, -0.0573], [-3.2092, 1.6760, 0.1301], [0.1648, -1.9309, -0.0319], [0.3594, 2.2381, -0.2588], [2.3859, 0.7849, -0.3275], [2.2150, -0.3621, 1.2003], [2.2852, -0.9306, -0.4074]], "lumo_energy_ev": 0.7142, "total_charge": 0, "smiles": "Cn1cc(Br)c(Br)c1"}

---

{"formula": "C5H5Br2N2O", "method": "ωB97M-V/def2-TZVPD", "species": ["C", "C", "C", "C", "C", "N", "N", "O", "Br", "Br", "H", "H", "H", "H", "H"], "positions_angstrom": [[0.3987, 0.9831, 0.0755], [1.7620, 1.1336, 0.0537], [1.3475, -1.0397, -0.0513], [-1.3693, -0.8821, 0.0384], [-2.3887, 0.1338, -0.1694], [0.0168, -0.3070, -0.0261], [2.2945, -0.1840, 0.0218], [-1.5118, -2.0463, 0.1902], [2.9441, 2.5733, 0.3705], [1.4119, -2.8957, -0.1566], [-0.2222, 1.8793, 0.1932], [-2.5086, 0.6084, 0.7927], [-3.3544, -0.4774, -0.5950], [-2.0845, 1.0174, -0.7128], [3.2639, -0.4966, -0.0249]], "lumo_energy_ev": -4.3238, "total_charge": 1, "smiles": "CC(=O)n1cc(Br)[nH+]c1Br"}

---

{"formula": "C5H5Br2NO", "method": "ωB97M-V/def2-TZVPD", "species": ["C", "C", "C", "C", "C", "N", "O", "Br", "Br", "H", "H", "H", "H", "H"], "positions_angstrom": [[-1.1725, 1.7263, -0.5090], [-1.0293, 1.3039, 0.6769], [0.1595, 0.1168, -1.3608], [-0.1793, 0.0761, 0.9716], [1.2493, -1.6476, -0.2633], [0.3070, -0.4723, -0.2123], [0.3641, 0.0333, -2.4946], [-1.8811, 3.1008, -1.4214], [-1.9843, 1.8456, 2.3799], [0.6892, 0.4946, 1.6098], [-0.9173, -0.7303, 1.3850], [1.5108, -1.8922, 0.8225], [0.7877, -2.5275, -0.7532], [2.0961, -1.4273, -0.8312]], "lumo_energy_ev": 0.4242, "total_charge": 0}

---

{"formula": "C5H5BrN2O", "method": "ωB97M-V/def2-TZVPD", "species": ["C", "C", "C", "C", "C", "N", "N", "O", "Br", "H", "H", "H", "H", "H"], "positions_angstrom": [[0.1496, -1.4619, -0.0504], [-0.9649, 0.6275, -0.5962], [-1.1092, -2.0320, 0.1280], [-2.0661, -0.0145, -0.1041], [0.2854, -0.1372, -0.4781], [2.4741, 0.6021, 0.1392], [2.6240, 1.8591, 0.3037], [-2.1684, -1.2404, 0.2106], [-3.8597, 0.7587, 0.1951], [1.0263, -2.0501, 0.1795], [-1.0436, 1.6035, -1.1539], [-1.1424, -3.0716, 0.4104], [3.2685, 2.3109, -0.4211], [2.5262, 2.2459, 1.2372]], "lumo_energy_ev": [-0.1702, -0.1700], "total_charge": 0}

---

{"formula": "C5H5BrO2", "method": "ωB97M-V/def2-TZVPD", "species": ["C", "C", "C", "C", "C", "O", "O", "Br", "H", "H", "H", "H", "H"], "positions_angstrom": [[0.5714, 1.0227, -0.0046], [-0.8212, 1.1401, -0.1853], [1.0639, -0.0522, 0.6451], [-1.5673, 0.0810, 0.0600], [-0.9158, -1.3178, 0.4112], [0.3946, -1.1627, 0.9878], [-0.9418, -2.0628, -0.8060], [-3.5356, 0.0769, 0.0243], [1.0767, 1.9445, -0.2877], [-1.3930, 1.9650, -0.4359], [2.0083, -0.2200, 0.9675], [-1.6444, -1.7659, 1.0295], [-0.0023, -1.9573, -1.0865]], "lumo_energy_ev": 0.7056, "total_charge": 0, "smiles": "O[C@H]1OC=CC=C1Br"}

---

{"formula": "C5H5BrOS", "method": "ωB97M-V/def2-TZVPD", "species": ["C", "C", "C", "C", "C", "O", "S", "Br", "H", "H", "H", "H", "H"], "positions_angstrom": [[0.8435, 0.1329, 0.5763], [0.4086, -0.1258, -0.6490], [1.1758, -0.5283, -1.7180], [-0.0504, 0.7578, 1.6311], [-1.6502, -0.0261, -0.4794], [2.2819, -1.0332, -1.5103], [-1.7803, 0.8777, 1.0045], [-2.1805, -1.9471, -0.1180], [1.9081, 0.0442, 0.9052], [0.8896, -0.3995, -2.7251], [0.0055, 0.2144, 2.5878], [0.2257, 1.7216, 1.8189], [-2.0773, 0.3114, -1.3240]], "lumo_energy_ev": -0.3276, "total_charge": 0}

---

{"formula": "C5H5Cl", "method": "ωB97M-V/def2-TZVPD", "species": ["C", "C", "C", "C", "C", "Cl", "H", "H", "H", "H", "H"], "positions_angstrom": [[-0.4395, 2.5170, -0.0922], [-0.4573, 1.3700, 0.2317], [0.7123, -1.0075, -0.6228], [0.3065, -1.0583, 0.7966], [-0.5741, -0.0203, 0.3777], [-2.2575, -0.6550, -0.0860], [-0.0784, 3.5423, -0.3920], [1.4239, -0.3674, -1.0506], [0.3076, -1.4908, -1.5226], [-0.1264, -2.0026, 1.0118], [1.1829, -0.8274, 1.3485]], "lumo_energy_ev": 0.7334, "total_charge": 0}

---

{"formula": "C5H5Cl2CoInNO4", "method": "ωB97M-V/def2-TZVPD", "species": ["Co", "In", "Cl", "Cl", "C", "C", "C", "O", "O", "O", "C", "C", "N", "O", "H", "H", "H", "H", "H"], "positions_angstrom": [[5.1680, -0.2151, -3.3463], [-0.3405, 0.9427, 0.6726], [4.7108, -1.7657, -1.9141], [-2.1750, 1.4920, -0.8027], [-1.1938, 2.8793, 2.1101], [6.7453, -0.7804, -3.8895], [5.3597, 1.1237, -4.4820], [-2.0896, 3.5281, 2.4113], [7.7875, -1.0788, -4.3030], [5.5324, 1.9855, -5.2472], [-3.2787, -1.8772, 2.5879], [-2.7886, -0.6351, 1.9357], [-3.6475, 0.3587, 1.6568], [-1.5355, -0.5739, 1.7090], [-4.3674, -1.8408, 2.7144], [-2.7924, -1.9714, 3.5654], [-3.0141, -2.7227, 1.9444], [-3.4476, 0.9519, 0.8204], [-4.6331, 0.1993, 1.8567]], "lumo_energy_ev": [-17.3810, -19.6695], "total_charge": 4, "spin_multiplicity": 5}

---

{"formula": "C5H5Cl2NO5RhV", "method": "ωB97M-V/def2-TZVPD", "species": ["Rh", "V", "Cl", "Cl", "C", "C", "C", "O", "O", "O", "N", "C", "C", "O", "O", "H", "H", "H", "H", "H"], "positions_angstrom": [[2.3547, 3.9351, -0.7996], [0.5703, -0.7500, -0.9810], [0.7242, 3.5547, 0.8881], [2.2370, -0.8010, -2.3984], [-0.6543, 0.4427, -1.7630], [2.3954, 5.4363, 0.2184], [3.6344, 4.4016, -2.0338], [-1.4131, 0.9743, -2.4781], [2.2825, 6.3083, 0.9923], [4.4480, 4.7299, -2.8200], [-2.6483, -3.3082, 1.1220], [-1.3143, -2.9764, 1.6528], [-0.7167, -2.0376, 0.6406], [-1.4782, -1.4157, -0.1584], [0.5712, -1.9536, 0.5879], [-3.1585, -2.4542, 0.8115], [-3.1888, -3.7920, 1.8576], [-2.5553, -3.9573, 0.3403], [-1.4031, -2.4815, 2.6151], [-0.6870, -3.8552, 1.7056]], "lumo_energy_ev": [-17.4873, -19.8773], "total_charge": 4, "spin_multiplicity": 7}

---

The calculation returns the following F_max values, one per record and in order: 6.7 7.1 1.4 8.3 5.9 5.0 3.9 3.5 6.9 3.6 12.5 11.2 eV/Å.